Entry 1:
Below is an isolated ion of composition C5H6N3 and charge +1 in a non-equilibrium geometry, with properties calculated with the ωB97M-V functional and the def2-TZVPD basis.

Values from the calculation:
energy relative to the best compared isomer or geometry (same formula, charge and spin)	220.0	kcal/mol
lowest unoccupied orbital energy (spin up / spin down)	-8.00 / -8.39	eV
frontier orbital gap (spin up / spin down)	0.22807 / 0.20914	Ha

Geometry as ORCA input:
```
! wB97M-V def2-TZVPD RIJCOSX def2/J DEFGRID3
* xyz 1 1
C 1.0568 -1.8965 0.0652
C -0.1339 -1.5547 -0.0919
C 2.4161 0.6969 0.0332
C -0.7958 -0.1862 -0.0717
C -2.2195 -0.1294 0.0195
N 2.8802 -0.4304 -0.0952
N -0.1313 0.8934 0.0214
N 1.0938 1.2881 -0.0174
H -0.6401 -2.4199 -0.3845
H 3.1767 1.4348 0.0929
H -2.4790 0.1097 1.0841
H -2.6396 -1.0084 -0.3675
H -2.6466 0.8344 -0.3961
H 1.0621 2.3683 0.1079
*
```

---

Entry 2:
Below is a 15-piece molecular cluster, C4H39NO15 overall in a non-equilibrium geometry, with properties calculated with the ωB97M-V functional and the def2-TZVPD basis.

Values from the calculation:
lowest unoccupied orbital energy (spin up / spin down)	2.13 / 2.03	eV
frontier orbital gap (spin up / spin down)	0.08384 / 0.30875	Ha

Geometry as ORCA input:
```
! wB97M-V def2-TZVPD RIJCOSX def2/J DEFGRID3
* xyz -1 2
C -0.1832 1.1590 -1.6726
N 0.6378 0.4894 -0.5940
C 0.3577 -0.9333 -0.5517
C -1.1653 -1.1446 -0.3234
C -1.7541 -2.5360 -0.7301
O -1.4635 -0.9269 1.0750
H 0.1207 0.5556 -2.5512
H -1.2484 1.2645 -1.1963
H 0.1932 2.1389 -1.8603
H 1.5961 0.8040 -0.6732
H 0.9746 -1.4719 0.1799
H 0.4805 -1.4623 -1.5613
H -1.8978 -0.4634 -0.8399
H -2.8155 -2.5006 -0.4300
H -1.4277 -3.3118 -0.0601
H -1.7243 -2.9178 -1.7936
H -1.0082 -1.7374 1.4045
H 1.9561 -0.7173 -4.6498
H 2.6252 -0.4653 -3.2594
O 1.9417 -0.9682 -3.7336
H -2.1235 2.1499 -3.7472
H -2.3611 1.0646 -2.8633
O -2.6376 2.0485 -2.9128
H 2.1774 2.6484 1.0021
H 2.5371 4.1795 0.5455
O 2.7176 3.4461 1.1067
H 3.1806 0.0347 1.4262
H 4.2551 -1.1588 1.5638
O 3.6310 -0.7009 0.9885
H 1.6701 -2.8516 -2.5748
H 3.0212 -3.4772 -2.1242
O 2.1743 -3.7295 -2.4540
H 0.3101 -0.4528 4.5794
H -0.8728 -1.6009 4.4572
O -0.0435 -1.3255 4.8566
H -3.8517 1.6547 2.7470
H -4.4459 1.8327 1.3149
O -3.9683 2.3154 2.0249
H 3.9386 1.1692 -1.5489
H 3.7641 -0.3785 -1.3461
O 3.6560 0.3063 -1.9926
H -0.0792 3.8563 -0.6623
H -0.4506 3.6399 0.8291
O -0.1640 4.2961 0.1771
H -2.6813 -0.1251 2.1423
H -3.7023 -1.0981 2.9085
O -3.5059 -0.2426 2.5896
H 1.4496 -3.0807 1.9838
H 0.3441 -2.4092 2.5938
O 0.4875 -3.1898 2.0343
H 1.1821 2.4356 3.3472
H -0.3261 2.3270 3.4573
O 0.5066 1.8066 3.6008
H -1.1283 -1.7036 -4.2040
H 0.0057 -1.7453 -3.0246
O -0.9337 -1.6436 -3.2797
H -0.6981 1.0759 1.3505
H -2.0774 1.8836 1.3216
O -1.1530 1.8879 1.6070
*
```

---

Entry 3:
Below is a 2-piece molecular cluster, C2H9PSi overall in a non-equilibrium geometry, with properties calculated with the ωB97M-V functional and the def2-TZVPD basis.

Values from the calculation:
energy relative to the best compared isomer or geometry (same formula, charge and spin)	51.0	kcal/mol
lowest unoccupied orbital energy	0.74	eV
frontier orbital gap	0.35170	Ha

Geometry as ORCA input:
```
! wB97M-V def2-TZVPD RIJCOSX def2/J DEFGRID3
* xyz 0 1
C 1.1245 -1.5060 0.4787
C 0.0778 0.9950 -1.5441
Si 0.1087 0.0652 0.1681
P -1.8885 -0.2918 1.0958
H 0.5482 -2.3456 0.1065
H 2.1438 -1.5887 0.1852
H 1.1202 -1.7456 1.5168
H 0.1396 0.5115 -2.4953
H -0.8672 1.4171 -1.6455
H 0.8823 1.6621 -1.5575
H 0.6649 1.8020 0.9636
H -2.4252 0.6237 0.3622
H -1.6289 0.4011 2.3655
*
```

---

Entry 4:
Below is a 2-piece molecular cluster, C4H7F2I overall in a non-equilibrium geometry, with properties calculated with the ωB97M-V functional and the def2-TZVPD basis.

Values from the calculation:
energy relative to the best compared isomer or geometry (same formula, charge and spin)	105.7	kcal/mol
lowest unoccupied orbital energy (spin up / spin down)	0.56 / -0.48	eV
frontier orbital gap (spin up / spin down)	0.33354 / 0.27489	Ha

Geometry as ORCA input:
```
! wB97M-V def2-TZVPD RIJCOSX def2/J DEFGRID3
* xyz 0 1
C 1.5815 -0.8176 0.1057
C 1.7877 0.5981 -0.4317
C -2.7515 -0.3072 0.3538
C 0.4531 1.2678 -0.4511
F 0.0288 1.6049 0.7595
F -0.6650 1.0328 -1.2085
I -3.8461 -2.0282 0.0519
H 2.5626 -1.4908 -0.0168
H 1.1675 -0.7214 1.0345
H 0.7735 -1.4415 -0.3651
H 2.1693 0.6660 -1.5036
H 2.3074 1.2535 0.1464
H -3.4158 0.6376 0.3121
H -2.1529 -0.2541 1.2130
*
```

---

Entry 5:
Below is C6H12O in the gas phase, with properties calculated with the ωB97M-V functional and the def2-TZVPD basis.

Values from the calculation:
energy relative to the best compared isomer or geometry (same formula, charge and spin)	36.9	kcal/mol
lowest unoccupied orbital energy	1.19	eV
frontier orbital gap	0.39679	Ha
SMILES string	CCOCC1CC1

Geometry as ORCA input:
```
! wB97M-V def2-TZVPD RIJCOSX def2/J DEFGRID3
* xyz 0 1
C -2.3750 -2.1051 -0.0486
C -1.3377 -1.3572 -0.8678
O -0.2332 -0.9642 -0.0707
C -0.0376 0.4301 -0.1252
C 1.0558 0.9015 0.7883
C 1.7140 2.2136 0.4442
C 2.4865 0.9307 0.3428
H -3.3187 -2.1903 -0.5974
H -2.0369 -3.1144 0.1954
H -2.5708 -1.5672 0.8834
H -1.8008 -0.4698 -1.3171
H -0.9711 -1.9861 -1.6868
H 0.1999 0.7306 -1.1565
H -0.9749 0.9316 0.1559
H 0.8755 0.7126 1.8450
H 1.4157 2.7046 -0.4817
H 1.9427 2.9005 1.2533
H 2.7206 0.5588 -0.6508
H 3.2460 0.7397 1.0943
*
```

---

Entry 6:
Below is a 7-piece molecular cluster, C63H133N7O7 overall in a non-equilibrium geometry, with properties calculated with the ωB97M-V functional and the def2-TZVPD basis.

Values from the calculation:
energy relative to the best compared isomer or geometry (same formula, charge and spin)	140.0	kcal/mol
lowest unoccupied orbital energy	0.50	eV
frontier orbital gap	0.29946	Ha
SMILES string	CC1(C)CCCC(C)(C)N1O.CC1(C)CCCC(C)(C)N1O.CC1(C)CCCC(C)(C)N1O.CC1(C)CCCC(C)(C)N1O.CC1(C)CCCC(C)(C)N1O.CC1(C)CCCC(C)(C)N1O.CC1(C)CCCC(C)(C)N1O

Geometry as ORCA input:
```
! wB97M-V def2-TZVPD RIJCOSX def2/J DEFGRID3
* xyz 0 1
C 2.1062 1.1214 3.9442
C 1.8172 2.5529 3.3795
C 0.4350 3.1582 3.8157
C 0.4983 3.6214 5.3217
C 1.5053 4.7173 5.3868
C 2.9309 4.3340 4.9807
N 2.8487 3.6165 3.6411
O 4.0487 3.2851 3.0887
C 3.7632 5.6228 4.8543
C 3.5981 3.4377 6.0773
C 1.5732 2.3359 1.8766
H 1.5663 0.2743 3.5212
H 1.8957 1.1069 5.0136
H 3.1704 0.9973 3.7437
H 0.2489 4.0346 3.1949
H -0.3960 2.4727 3.6498
H 0.7257 2.8274 6.0330
H -0.4816 4.0120 5.5960
H 1.3603 5.1530 6.3754
H 1.2022 5.5178 4.7120
H 3.8812 6.0974 5.8285
H 4.7714 5.4741 4.4678
H 3.2594 6.3041 4.1687
H 3.1468 2.4457 6.0902
H 4.6317 3.1932 5.8324
H 3.5300 3.8295 7.0922
H 0.6145 1.8176 1.8561
H 2.2676 1.6949 1.3334
H 1.5067 3.2972 1.3671
H 4.1103 3.8770 2.3354
C -1.9410 2.5998 -9.0369
C -1.8116 1.1563 -8.3505
C -1.7399 1.3975 -6.8095
C -3.1244 1.6371 -6.1379
C -4.2248 0.6158 -6.5387
C -4.3470 0.4384 -8.0947
N -2.9721 0.2919 -8.6865
O -3.0285 -0.0288 -10.0158
C -5.2302 -0.8088 -8.3218
C -4.9722 1.7370 -8.7490
C -0.4257 0.5193 -8.7773
H -2.3063 2.5406 -10.0622
H -0.9878 3.1171 -9.1461
H -2.6691 3.2463 -8.5470
H -1.2462 0.5284 -6.3747
H -1.0234 2.2080 -6.6758
H -3.4118 2.6620 -6.3723
H -3.0912 1.6419 -5.0484
H -5.0658 1.1259 -6.0687
H -4.1534 -0.3200 -5.9844
H -4.6154 -1.6697 -8.0592
H -6.1693 -0.8352 -7.7691
H -5.4393 -0.9315 -9.3845
H -6.0495 1.5724 -8.7666
H -4.9518 2.6572 -8.1650
H -4.6519 1.9312 -9.7726
H -0.1524 0.5497 -9.8320
H -0.3585 -0.4506 -8.2845
H 0.2214 1.2484 -8.2896
H -3.2051 0.8405 -10.3829
C 0.0997 -1.1788 0.8006
C -0.8248 -1.0552 -0.4218
C -0.9297 0.5191 -0.3644
C -1.6778 1.0392 -1.5810
C -0.8368 0.6262 -2.8159
C -0.5328 -0.9121 -2.9790
N -0.0847 -1.5278 -1.6723
O -0.0557 -2.9116 -1.7297
C -1.7758 -1.5660 -3.6124
C 0.6443 -1.0621 -3.9955
C -2.1528 -1.6374 -0.0622
H 0.9993 -0.5640 0.7697
H 0.4051 -2.2152 0.9445
H -0.4494 -0.9447 1.7126
H -1.5649 0.7906 0.4787
H 0.0361 1.0176 -0.2809
H -1.7807 2.1019 -1.3613
H -2.6373 0.5340 -1.6917
H 0.0271 1.2824 -2.9220
H -1.4041 1.0732 -3.6323
H -2.6554 -1.2892 -3.0312
H -1.9392 -1.0968 -4.5826
H -1.7302 -2.6529 -3.6801
H 1.6032 -0.6570 -3.6724
H 0.8276 -2.1163 -4.2033
H 0.3863 -0.5341 -4.9135
H -1.9178 -2.6835 0.1342
H -2.7858 -1.6906 -0.9480
H -2.6477 -1.1819 0.7955
H 0.8588 -3.0168 -2.0023
C 5.0446 -0.7973 -2.7576
C 4.5022 0.5147 -2.0748
C 5.6508 1.1407 -1.1307
C 5.3338 2.6196 -0.6703
C 5.1607 3.5361 -1.8332
C 4.0200 2.9678 -2.7566
N 4.2501 1.5677 -3.1067
O 3.3828 1.1330 -4.0850
C 2.5458 3.2108 -2.2044
C 4.1128 3.8620 -4.0441
C 3.3162 -0.0029 -1.1660
H 5.5557 -1.5536 -2.1618
H 5.8004 -0.5556 -3.5049
H 4.2810 -1.3679 -3.2861
H 5.7171 0.6815 -0.1444
H 6.6286 1.0487 -1.6035
H 6.1354 2.8586 0.0286
H 4.4687 2.4942 -0.0191
H 6.1328 3.5876 -2.3236
H 4.9496 4.5204 -1.4153
H 2.4204 2.7346 -1.2320
H 2.2464 4.2588 -2.1897
H 1.8653 2.6757 -2.8667
H 3.4442 3.5769 -4.8564
H 4.0141 4.9226 -3.8127
H 5.1533 3.9696 -4.3506
H 2.6046 0.7050 -0.7408
H 3.7417 -0.5490 -0.3241
H 2.6764 -0.7641 -1.6125
H 4.0385 0.7753 -4.6881
C -5.9891 0.4548 3.9147
C -6.2464 0.9781 2.5105
C -7.4449 1.8692 2.4097
C -7.2014 3.3223 2.9341
C -6.0177 3.9358 2.1394
C -4.7516 3.0557 2.1224
N -5.0835 1.6715 1.8836
O -3.9245 0.8828 1.8841
C -3.9109 3.4249 0.8437
C -3.9118 3.3118 3.3674
C -6.6983 -0.2771 1.6803
H -6.8347 -0.1318 4.2741
H -5.6427 1.1769 4.6541
H -5.1442 -0.2337 3.9202
H -7.8984 1.9402 1.4211
H -8.2315 1.4737 3.0524
H -6.9871 3.3600 4.0022
H -8.1825 3.7969 2.9167
H -5.7741 4.8046 2.7508
H -6.2880 4.2716 1.1383
H -4.1193 4.4729 0.6283
H -2.8488 3.3050 1.0574
H -3.9845 2.8174 -0.0584
H -3.8394 4.3813 3.5647
H -4.4765 2.9793 4.2384
H -2.9300 2.8446 3.2898
H -7.7000 -0.6131 1.9482
H -6.0354 -1.1228 1.8634
H -6.6626 -0.1235 0.6018
H -3.6320 0.6625 0.9966
C 3.5669 -4.2899 0.2671
C 3.7373 -5.1891 -0.9587
C 3.9984 -4.1795 -2.1425
C 4.6413 -4.7829 -3.3594
C 5.8911 -5.5939 -3.0110
C 5.7127 -6.6793 -1.8862
N 4.9399 -6.0869 -0.7749
O 4.8010 -6.9531 0.2747
C 5.1390 -7.9712 -2.5704
C 7.1750 -6.9931 -1.4026
C 2.4899 -5.9562 -1.2559
H 3.4094 -4.9461 1.1231
H 2.6528 -3.7198 0.1015
H 4.4107 -3.6647 0.5592
H 3.1051 -3.6338 -2.4464
H 4.6983 -3.3959 -1.8523
H 4.9014 -3.9288 -3.9847
H 3.9650 -5.3215 -4.0232
H 6.7810 -4.9865 -2.8460
H 6.1791 -6.1054 -3.9294
H 4.8863 -8.6989 -1.7992
H 4.2055 -7.7879 -3.1025
H 5.7830 -8.5453 -3.2366
H 7.1347 -7.4444 -0.4112
H 7.5874 -7.6781 -2.1435
H 7.7579 -6.1096 -1.1425
H 2.5416 -6.4938 -2.2026
H 1.6396 -5.2753 -1.2169
H 2.1679 -6.4779 -0.3547
H 5.4023 -6.6319 0.9507
C -1.6303 -1.8359 9.6006
C -2.2045 -1.6072 8.1432
C -2.2760 -0.0974 7.8333
C -2.3191 0.2221 6.3661
C -1.1482 -0.5050 5.5870
C -1.0261 -2.0453 5.8141
N -1.3086 -2.4209 7.2322
O -1.0908 -3.7484 7.5396
C -2.0337 -2.7652 4.7663
C 0.4266 -2.4540 5.5962
C -3.6006 -2.2400 8.1779
H -0.5568 -1.7136 9.7444
H -1.8450 -2.7842 10.0933
H -1.9967 -1.0167 10.2193
H -3.2150 0.1481 8.3292
H -1.4567 0.4642 8.2820
H -2.2734 1.3053 6.2532
H -3.2651 -0.0898 5.9235
H -0.3419 0.1340 5.9469
H -1.1667 -0.3098 4.5148
H -1.6238 -2.6318 3.7652
H -2.1054 -3.8493 4.8539
H -3.0654 -2.4512 4.9246
H 0.7057 -2.2361 4.5653
H 1.1068 -1.8060 6.1489
H 0.6322 -3.4978 5.8335
H -4.3189 -1.6398 8.7364
H -3.6149 -3.2708 8.5319
H -3.8304 -2.3684 7.1201
H -0.1573 -3.7705 7.7624
*
```